Model P:
Here is a single C4H3F3 molecule from the Open Molecules 2025 dataset. Energies are from wB97M-V/def2-TZVPD.

Results
Multiplicity: 1
HOMO level (alpha / beta): -8.6 / -9.2 eV
Charge: 0

Last column: Mulliken charge in e.
Positions of all 10 atoms, in Å:
C (-1.33614, 0.65804, 0.21135)  0.862
C (-1.75891, 1.84874, -0.10341)  -0.349
C (-2.42645, 0.07608, 0.98423)  0.141
C (-0.00842, 0.03452, -0.01861)  -1.002
F (-2.82520, 2.59924, -0.08384)  -0.175
F (-3.60630, -0.16489, 0.40727)  -0.202
F (-2.64658, 0.45755, 2.24552)  -0.198
H (-0.13865, -0.92249, -0.51991)  0.304
H (0.49083, -0.14230, 0.93117)  0.284
H (0.59352, 0.69171, -0.63764)  0.335

---

Model Q:
Here is a single C4H3F3 molecule from the Open Molecules 2025 dataset. Energies are from wB97M-V/def2-TZVPD.

Results
Multiplicity: 1
SMILES string: F/C=C\C(F)=C/F
HOMO level: -9.4 eV
Charge: 0

Last column: Mulliken charge in e.
Positions of all 10 atoms, in Å:
C (-1.61375, -0.76718, 0.02672)  -0.049
C (-0.26583, -0.68547, -0.12756)  -0.446
C (0.41769, 0.64335, -0.13893)  0.417
C (1.69512, 0.68441, 0.01033)  -0.104
H (-2.40682, -1.58570, 0.25640)  0.306
H (0.25735, -1.56709, 0.26418)  0.255
H (2.36668, 1.60985, 0.03452)  0.323
F (-2.39954, 0.36026, -0.18578)  -0.229
F (-0.47462, 1.74946, 0.00099)  -0.251
F (2.42371, -0.44189, -0.14087)  -0.222

---

The relative energies come out as model P 48.8; model Q 0.0, with values in kcal/mol.